(1)
This record from OMol25 describes a single C3H7N3 molecule in a non-equilibrium geometry. The level of theory is wB97M-V/def2-TZVPD.

Values from the calculation:
Frontier orbital gap, hartree: 0.323
SMILES: N/N=C\[C@@H]1CN1
E_HOMO, eV: -7.9274
Energy above the lowest of the compared OMol25 structures with the same formula, charge and spin, kJ/mol: 429.6
Charge: 0

```
13
Properties=species:S:1:pos:R:3:nbo_charge:R:1
N 0.90168 0.20415 1.32609 -0.21
H -2.00308 0.28182 -1.17651 0.37
H -1.11425 -1.92034 -0.19402 0.24
N -0.99385 0.48540 -0.80650 -0.62
H -0.09013 1.48043 0.31342 0.41
N 0.04985 1.23659 1.36974 -0.67
H 0.35587 1.82022 2.07758 0.36
C -0.44029 -0.93221 -0.41027 -0.16
C 0.75294 -0.72864 0.41836 -0.08
H 1.47146 -1.60475 0.74121 0.21
C -0.08332 -0.44846 -1.71856 -0.26
H -0.51890 -0.98360 -2.67047 0.20
H 0.81927 0.09912 -2.05366 0.22
```

(2)
This record from OMol25 describes a molecular structure, C28H55AgClN2O2S2 in a non-equilibrium geometry. The level of theory is wB97M-V/def2-TZVPD.

Values from the calculation:
Frontier orbital gap, hartree: 0.178
E_HOMO, eV: -11.1241
Charge: +1

```
91
Properties=species:S:1:pos:R:3:lowdin_charge:R:1
C -4.15942 -2.63707 -0.44406 -0.45
H -5.30464 -4.88295 0.59351 0.09
C 2.27894 2.24333 0.31444 -0.17
C 3.81349 -2.79171 0.00598 -0.22
H -3.25413 -3.54094 -2.15982 0.14
H 1.65448 5.97099 1.92271 0.11
C 2.28444 -1.22547 -2.59344 -0.19
H 1.83519 -0.43873 0.06680 0.10
C -0.25311 5.51359 -2.18047 -0.11
H 2.35621 -2.08826 -3.26336 0.11
H 1.53430 2.56224 1.04087 0.07
H 4.08191 -3.83977 0.16495 0.11
H -2.16391 -0.69957 -0.97025 0.07
C -1.18383 -1.41545 3.36085 -0.25
H 6.35315 -1.03904 1.17631 0.07
H -1.31269 5.64688 -2.41784 0.06
C -1.06920 -0.22830 4.33729 -0.60
H -0.35453 4.41198 -0.36082 0.06
C -2.97931 -3.38466 -1.11448 -0.06
H -2.00964 -2.89029 -1.00576 0.11
C 1.68435 5.19081 1.15781 -0.20
C 3.64065 -1.05164 -1.87925 -0.21
C 1.06515 -1.44976 -1.68010 -0.18
C -0.59483 1.42900 -0.61484 -1.05
C 1.34301 5.78699 -0.24258 -0.20
H 0.87044 4.50459 1.41103 0.08
S -1.75344 1.97202 -1.89807 0.87
O -2.67629 -5.73324 -1.26688 0.11
H -6.47086 -3.54663 0.95662 0.09
C -4.32660 -1.17421 -0.98039 -0.12
H 2.52576 1.50339 -1.68092 0.12
H 5.37763 -2.19472 -1.35300 0.10
H -0.77240 6.15499 -0.14470 0.11
H -5.07773 -1.26573 -1.79482 0.10
H 4.31773 -0.60547 -2.61538 0.11
H 3.08406 3.97444 2.21590 0.11
H 2.71995 -2.73203 0.01735 0.08
C -2.78196 -4.80144 -0.56829 -0.28
C -0.10980 5.44072 -0.63440 -0.25
C -3.07146 -0.48673 -1.52605 -0.28
C 4.32889 -1.89121 1.13018 -0.25
H 6.31009 -2.74665 0.68209 0.07
H 4.12403 -0.83279 0.94413 0.08
H -3.58766 1.37826 -0.45950 0.07
C 4.29806 -2.36599 -1.39685 -0.18
H -0.52939 -1.22817 2.50839 0.08
H -3.72459 -3.51748 1.55684 0.10
H 2.84479 1.39257 0.70039 0.10
H 1.43905 6.87251 -0.14878 0.11
H 3.29005 3.83511 -0.83808 0.10
H -4.01872 1.31135 -2.23273 0.00
C -3.26669 1.04920 -1.44824 -0.51
H -3.29379 -0.89812 3.28679 0.12
C 0.93014 -0.41291 -0.54251 -0.19
H 1.40225 2.82311 -1.54030 0.11
H -0.16194 0.34579 4.16761 0.06
H -4.80363 -2.07597 1.53442 0.13
H 3.86085 5.22605 1.25364 0.11
H 0.04817 4.55609 -2.61122 0.04
O -5.36085 -3.31043 -0.81900 -0.13
H -2.91779 -0.72133 -2.58630 0.11
H 0.17558 -1.31733 -2.30964 0.10
C 3.29239 3.42090 0.17206 -0.19
H -1.90034 0.45421 4.16031 0.06
H 4.09209 -3.14106 -2.14004 0.11
H -6.76468 -4.67464 -0.32948 0.10
H 1.04943 -2.45494 -1.25201 0.10
H 3.60092 -0.35392 -1.03885 0.07
H -2.68854 -4.96963 0.52911 0.13
H 2.04752 5.47850 -1.01610 0.09
N -2.77359 -1.68466 1.43820 -0.03
H -4.80043 -0.60704 -0.17545 0.12
H 0.33703 6.32805 -2.59606 0.07
H 0.10023 -0.76555 0.07483 0.08
S -1.08038 1.57446 0.91890 0.80
H 2.12397 -0.34271 -3.21964 0.10
C 1.70832 1.88349 -1.06474 -0.16
H 4.29094 3.01656 0.35702 0.11
Cl -1.12172 -0.77576 6.03886 0.56
H -1.96483 -2.22533 1.12485 0.09
H 3.78796 -2.16267 2.03902 0.10
C 5.86556 -1.99961 1.34154 -0.09
H -0.80426 -2.28332 3.90304 0.09
C 3.05283 4.49046 1.24836 -0.20
H 6.06245 -2.29856 2.37264 0.07
C -5.96994 -4.12351 0.17626 -0.08
C -3.92383 -2.55049 1.08817 -0.17
N 0.60088 0.91120 -1.09175 -0.19
H -2.94142 -2.64962 3.35191 0.12
Ag -5.17097 0.55993 -3.51221 0.91
C -2.63558 -1.68851 2.91755 -0.21
```

(3)
This record from OMol25 describes a single C5H12O2 molecule in a non-equilibrium geometry. The level of theory is wB97M-V/def2-TZVPD.

Values from the calculation:
Frontier orbital gap, hartree: 0.397
SMILES: CO[C@@H](C)CCO
E_HOMO, eV: -9.7954
Energy above the lowest of the compared OMol25 structures with the same formula, charge and spin, kJ/mol: 212.0
Charge: 0

```
19
Properties=species:S:1:pos:R:3:nbo_charge:R:1
C 0.06997 -0.26600 0.59257 0.10
C 0.51911 -1.36257 -0.43286 -0.45
H 0.85341 2.40183 0.89533 0.18
H 2.23222 -0.41766 -1.43674 0.15
H -1.96136 -0.87864 0.26484 0.22
H 1.44800 -1.69814 -2.35728 0.18
O 0.45416 0.04823 -2.42759 -0.74
H 0.11125 0.68008 -1.77485 0.49
H 1.17612 -2.11650 0.03835 0.22
H -1.58478 -1.05178 2.01960 0.20
O -0.21321 0.98351 -0.04338 -0.59
C 1.24515 -0.84782 -1.69040 -0.05
H -0.36936 -1.90070 -0.76565 0.20
H -0.41196 1.72433 1.94439 0.18
H -2.00940 0.49327 1.29117 0.22
H -0.88801 2.78344 0.60343 0.20
H 1.00916 -0.06967 1.18243 0.18
C -0.16676 2.02368 0.90818 -0.26
C -1.43585 -0.45217 1.12988 -0.63
```

(4)
This record from OMol25 describes a gas-phase ion, C4H8O2P (charge -1) in a non-equilibrium geometry. The level of theory is wB97M-V/def2-TZVPD.

Values from the calculation:
Frontier orbital gap (spin up / spin down), hartree: 0.247 / 0.247
E_HOMO (spin up / spin down), eV: -2.9506 / -2.9510
Energy above the lowest of the compared OMol25 structures with the same formula, charge and spin, kJ/mol: 445.9
Charge: -1

```
15
Properties=species:S:1:pos:R:3:nbo_charge:R:1
H -0.13845 0.57349 1.62698 0.19
C -0.97626 0.39604 -0.39346 -0.77
C 1.70819 -1.17815 0.42160 -0.20
H 2.20823 -0.60498 1.20830 0.08
H 0.04770 2.13095 -2.79694 0.46
H -0.06980 -2.37212 0.60396 0.18
O 1.02628 2.33464 -0.78726 -1.19
H -1.84998 1.12666 -0.23861 0.21
H -1.38909 -0.54922 -0.94946 0.18
O -0.18195 1.22451 -2.84086 -1.03
C 0.39422 -1.48739 0.99784 -0.55
H 0.52600 -1.75375 2.14252 0.18
C -0.56188 -0.22687 0.93427 -0.39
P 0.67807 0.98664 -1.30158 1.47
H -1.42129 -0.60044 1.37269 0.19
```